w.
Here is C2H2IN in the gas phase from the Open Molecules 2025 dataset. Energies are from ωB97M-V with the def2-TZVPD basis set.

Cartesian coordinates (Å):
1 N 0.4732 -0.7171 -2.1909
2 C 0.1760 -0.2991 -1.1321
3 C -0.2523 0.3120 0.4597
4 I 0.8919 -0.7719 1.8791
5 H 0.0231 1.3550 0.4274
6 H -1.3119 0.1211 0.5568

net charge	0
SMILES string	N#CCI
HOMO energy	-10.295	eV
orbital gap	10.05	eV
LUMO level	-0.25	eV


x.
Here is a molecular structure, C2H2IN from the Open Molecules 2025 dataset. Energies are from ωB97M-V with the def2-TZVPD basis set.

Cartesian coordinates (Å):
1 C -0.0091 -0.0476 -0.0459
2 C 1.3242 -0.1660 0.0877
3 N -1.1025 0.3697 -0.2625
4 I -3.7736 -0.1227 0.1465
5 H 1.6871 0.3660 0.8300
6 H 1.8740 -0.3995 -0.7557

net charge	0
HOMO energy (alpha / beta)	-9.552 / -9.196	eV
orbital gap (alpha / beta)	7.50 / 7.24	eV
LUMO level (alpha / beta)	-2.05 / -1.96	eV


The energy of each structure relative to the most stable one, in kcal/mol, is as follows: w 0.0; x 36.9.


w.
Here is 2 unconnected molecules or ions with the total composition C3H7N3O from the Open Molecules 2025 dataset. Energies are from ωB97M-V with the def2-TZVPD basis set.

Cartesian coordinates (Å):
1 C 1.0432 1.7454 -0.0888
2 C 1.0975 3.1159 0.1252
3 C -1.4392 -2.7930 0.8185
4 N 0.8561 0.5840 -0.2617
5 N 0.6686 -0.6088 -0.4891
6 N -1.4581 -1.4675 0.5901
7 O -2.1480 -0.5731 0.7362
8 H 1.8995 3.5091 -0.6196
9 H 1.5507 3.4814 1.0348
10 H 0.1545 3.6224 0.1199
11 H -0.4415 -3.2122 1.1147
12 H -1.4874 -3.0682 -0.2552
13 H -2.3588 -3.2037 1.4649
14 H 1.3481 -1.4027 -0.1067

net charge	+2
HOMO energy (alpha / beta)	-19.584 / -19.623	eV
orbital gap (alpha / beta)	8.09 / 8.29	eV
LUMO level (alpha / beta)	-11.50 / -11.33	eV


x.
Here is a gas-phase ion, C3H7N3O (charge +2) from the Open Molecules 2025 dataset. Energies are from ωB97M-V with the def2-TZVPD basis set.

Cartesian coordinates (Å):
1 C -3.0191 -0.2329 -0.0958
2 C -1.6171 -0.1228 -0.1162
3 N -0.4668 -0.0804 0.0238
4 C 0.8040 0.2661 0.0364
5 N 1.2907 1.4469 -0.1157
6 N 1.8490 -0.9791 0.5237
7 O 3.1059 -0.4227 0.2695
8 H -3.4583 0.6595 0.2812
9 H -3.4147 -1.1435 0.3555
10 H -3.5183 -0.3378 -1.0360
11 H 0.6893 2.1771 -0.4753
12 H 2.2836 1.2914 -0.4259
13 H 1.8122 -1.7605 -0.2098
14 H 3.6595 -0.7612 0.9844

net charge	+2
SMILES string	CC#[N+]/C(N)=[NH+]/O
HOMO energy	-19.671	eV
orbital gap	8.32	eV
LUMO level	-11.35	eV


The energy of each structure relative to the most stable one, in kcal/mol, is as follows: w 82.9; x 0.0.


w.
Here is 2 unconnected molecules or ions with the total composition C2H9N5O from the Open Molecules 2025 dataset. Energies are from ωB97M-V with the def2-TZVPD basis set.

Cartesian coordinates (Å):
1 C 2.0912 0.1973 -1.2121
2 N 0.8649 -0.0854 -0.4583
3 N -0.6436 -1.8123 2.1268
4 O 0.5435 -1.5607 1.8029
5 H 0.9170 -0.6289 0.5435
6 H 1.8289 0.4653 -2.2385
7 H 2.7185 -0.6930 -1.2243
8 H 2.6381 1.0235 -0.7551
9 N -0.1318 1.0037 -0.3510
10 N -1.2683 0.3459 -1.0063
11 C -2.1889 -0.1141 1.6509
12 N -1.4224 -0.7967 2.3670
13 H 0.2259 1.7887 -0.8954
14 H -1.4618 0.8348 -1.8815
15 H 0.0591 -0.6569 -1.0162
16 H -2.7606 0.6715 2.1276
17 H -2.0096 0.0174 0.4201

net charge	0
HOMO energy (alpha / beta)	-7.622 / -7.622	eV
orbital gap (alpha / beta)	7.87 / 7.87	eV
LUMO level (alpha / beta)	0.24 / 0.24	eV


x.
Here is 2 unconnected molecules or ions with the total composition C2H9N5O from the Open Molecules 2025 dataset. Energies are from ωB97M-V with the def2-TZVPD basis set.

Cartesian coordinates (Å):
1 C -1.4628 -0.2995 -0.0169
2 C -1.3653 -1.6828 -0.4293
3 N 2.4345 -0.9094 0.4650
4 N -0.1205 2.1678 -0.7105
5 N 1.1921 -0.3662 -0.0460
6 N 0.2936 1.6868 0.5828
7 N 0.3101 0.3432 0.7442
8 O -2.4389 0.3668 0.2296
9 H -1.3901 -2.3035 0.4591
10 H -2.2984 -2.0902 -1.0604
11 H -0.3830 -2.0701 -0.7235
12 H 2.8928 -0.2378 1.0445
13 H 2.2180 -1.8024 0.8942
14 H -0.1886 3.1641 -0.7813
15 H -0.9583 1.7844 -1.0970
16 H 1.5038 0.1636 -0.9070
17 H -0.2391 2.0851 1.3526

net charge	0
HOMO energy	-7.763	eV
orbital gap	8.50	eV
LUMO level	0.73	eV


The energy of each structure relative to the most stable one, in kcal/mol, is as follows: w 54.9; x 0.0.


w.
Here is C4H4O2 in the gas phase from the Open Molecules 2025 dataset. Energies are from ωB97M-V with the def2-TZVPD basis set.

Cartesian coordinates (Å):
1 C 1.9813 -0.9091 -0.1523
2 C 1.2301 0.0290 -0.1021
3 C 0.1645 1.0225 0.0832
4 O -0.8794 0.4143 0.8322
5 C -1.6078 -0.4785 0.1056
6 O -2.7232 -0.2208 -0.2400
7 H 2.6907 -1.7039 -0.2113
8 H -0.2501 1.3890 -0.8660
9 H 0.4812 1.8923 0.6668
10 H -1.0873 -1.4348 -0.1161

net charge	0
SMILES string	C#CCOC=O
HOMO energy	-10.554	eV
orbital gap	11.41	eV
LUMO level	0.85	eV


x.
Here is C4H4O2 in the gas phase from the Open Molecules 2025 dataset. Energies are from ωB97M-V with the def2-TZVPD basis set.

Cartesian coordinates (Å):
1 O -0.0878 -1.1828 -3.1149
2 C -0.1307 -0.0879 -2.6004
3 C 0.0624 0.0878 -1.1721
4 C 0.1174 0.0559 0.0341
5 C 0.1108 -0.1844 1.4823
6 O -0.5047 0.8625 2.2019
7 H -0.3437 0.8202 -3.1915
8 H -0.4475 -1.1200 1.6264
9 H 1.1405 -0.3731 1.8153
10 H 0.0832 1.1218 2.9189

net charge	0
SMILES string	O=CC#CCO
HOMO energy	-10.422	eV
orbital gap	10.60	eV
LUMO level	0.18	eV


The energy of each structure relative to the most stable one, in kcal/mol, is as follows: w 0.0; x 2.0.